Record 1
Molecular formula: C32H25N4O6Tc
Method: DFT, wB97M-V/def2-TZVPD

ΔE to the lowest compared entry with this formula, charge and spin = 2.2 kcal per mole
spin multiplicity = 2
net charge = -1
HOMO (alpha / beta) = -5.92 / -5.96 eV
LUMO (alpha / beta) = 0.03193 / 0.02851 hartree

The geometry in XYZ format:
```
68
Properties=species:S:1:pos:R:3:forces:R:3:lowdin_spin:R:1
H -4.4234 3.2453 0.2130 0.008 0.003 -0.022 -0.0003
O 2.7876 3.0105 -1.2254 0.062 -0.010 0.086 0.0295
C 0.0144 4.4623 -0.2966 -0.022 -0.144 0.022 -0.0041
C 2.7849 1.3074 0.4219 -0.118 0.144 0.124 0.0233
H -2.4300 -1.5272 1.3702 0.002 -0.083 0.047 0.0001
H 0.9661 0.9239 5.6284 0.037 0.032 -0.011 -0.0003
O -1.4802 -0.2801 -0.2439 -0.355 1.088 0.740 0.0179
C 0.2789 -1.5847 -1.2598 -1.707 -0.065 -0.430 0.0074
C -3.1923 0.1320 5.2812 -0.005 -0.037 0.005 -0.0066
H -2.3714 6.0731 -2.0921 0.024 0.001 -0.030 -0.0003
C -3.5377 3.1742 0.8313 -0.002 0.147 0.134 -0.0026
C 4.1226 0.9750 0.4108 0.124 0.039 0.027 -0.0094
O 0.6211 -2.3899 -2.0956 0.405 0.186 0.350 0.0087
C -2.1500 -1.9944 2.3165 -0.079 0.094 0.043 -0.0006
C -1.4273 2.0593 1.3561 -0.071 -0.140 -0.017 0.0068
C -2.2065 3.9735 2.6599 -0.132 0.154 0.021 0.0001
H -2.7905 1.5050 -0.2212 0.055 -0.036 -0.022 0.0002
N 0.0664 -0.2408 2.6684 -0.223 1.019 -0.924 -0.0135
C -2.5986 2.1895 0.5927 -0.013 -0.087 -0.065 0.0051
C -4.2860 5.1383 2.0955 -0.243 0.250 0.067 0.0009
C 3.6993 -0.4871 2.2601 0.086 -0.056 0.083 -0.0094
C -1.2861 2.9748 2.4040 0.294 -0.267 0.048 0.0181
C -0.9985 -0.1703 3.6047 -0.259 -0.001 0.425 -0.0025
O -2.0921 -1.6599 -1.9137 -0.200 0.392 0.467 -0.0116
C 0.3139 1.5186 4.9851 -0.035 -0.133 0.040 -0.0008
C 1.2994 -0.5984 3.1192 -0.160 -0.234 0.248 0.0075
H -0.8682 6.4035 -0.1646 -0.009 -0.020 0.027 0.0001
H 0.0688 2.4468 5.5018 0.007 0.017 -0.020 -0.0001
C -0.9346 0.7374 4.6767 0.060 -0.112 -0.161 -0.0047
C -2.1296 -0.9729 3.4198 0.214 -0.051 -0.197 -0.0062
C -1.2777 -1.1694 -1.1748 1.565 -1.082 -0.829 0.0034
H -2.0338 1.6254 6.2826 0.055 -0.019 0.009 0.0002
C -3.2162 -0.8111 4.2680 -0.075 0.032 0.066 0.0006
C 0.9220 4.7029 0.8767 0.095 -0.148 -0.111 -0.0005
H 1.9445 4.8611 0.5286 0.057 0.021 0.009 -0.0004
N -5.0448 5.9855 2.2757 0.039 -0.035 0.001 0.0030
C -1.6831 5.2886 -1.8025 0.005 0.020 0.019 -0.0052
H -2.2585 3.9726 -3.3884 -0.004 -0.047 0.014 0.0001
N 0.7744 2.1447 -0.4961 -0.429 -0.532 1.118 -0.0164
H -0.5324 0.9434 -2.3305 -0.049 -0.034 -0.050 0.0000
H 0.1790 1.8876 -3.6197 0.007 -0.008 0.008 -0.0002
C -0.6830 1.8214 -2.9510 0.016 0.041 0.014 -0.0004
H -1.1610 -2.4343 2.1897 -0.026 -0.053 -0.065 -0.0002
O 1.5554 -1.2078 4.1434 0.098 0.017 -0.074 0.0257
H -0.4111 2.9227 3.0397 -0.080 0.056 -0.019 0.0018
H 3.9952 -1.2246 2.9927 -0.016 0.027 0.030 -0.0011
H -2.8647 -2.7878 2.5323 -0.018 0.006 0.035 0.0000
H -2.0488 4.6755 3.4696 0.028 -0.019 0.018 0.0000
C 0.0114 3.2388 -0.9889 -0.234 0.380 -0.164 -0.0037
O 0.9663 -0.9671 -0.3700 0.602 0.549 0.567 0.0499
H -4.0551 0.2664 5.9218 -0.004 0.002 -0.009 -0.0004
H 5.6304 -0.2322 1.3493 0.006 -0.007 0.013 0.0018
C -3.3437 4.0919 1.8658 0.279 -0.366 -0.126 0.0059
Tc 0.0200 0.6206 0.7630 -0.759 -0.815 -1.151 0.8276
H -4.0939 -1.4320 4.1311 0.014 -0.006 -0.047 0.0002
H 4.7598 1.4233 -0.3381 -0.018 0.016 -0.006 -0.0011
H 0.9304 3.8461 1.5547 0.038 0.106 -0.062 0.0006
N 1.9420 0.8074 1.3286 1.297 -0.377 0.119 -0.0022
H 0.6022 5.5849 1.4302 -0.006 -0.029 0.041 0.0000
C -1.6316 4.1034 -2.5136 -0.084 0.076 -0.037 0.0005
C 2.1276 2.2511 -0.5346 -0.081 0.099 -0.455 0.0082
C 4.5900 0.0633 1.3479 -0.198 0.045 -0.080 0.0291
C -0.8473 5.4680 -0.7122 -0.023 -0.002 -0.025 0.0005
C -2.0524 0.8908 5.4851 -0.034 0.009 0.037 0.0005
C -0.7877 3.0720 -2.1242 0.241 -0.177 0.021 -0.0042
C 2.3788 -0.0978 2.2117 -0.065 0.165 0.007 0.0236
H 0.8801 1.7570 4.0842 0.036 0.032 0.034 0.0002
H -1.5733 1.6763 -3.5614 -0.017 -0.033 0.026 0.0000
```
Positions in Å, forces in eV/Å.


Record 2
Molecular formula: C19H29ClN3O4S
Method: DFT, wB97M-V/def2-TZVPD

ΔE to the lowest compared entry with this formula, charge and spin = 0.0 kcal per mole
SMILES = O=C(NCC[NH+]1CCOCC1)c1ccc(Cl)c(S(=O)(=O)N2CCCCCC2)c1
net charge = +1
HOMO = -11.46 eV
LUMO = -0.10977 hartree

The geometry in XYZ format:
```
57
Properties=species:S:1:pos:R:3:forces:R:3:nbo_charge:R:1
O -5.0848 2.4526 1.2006 -0.112 0.127 0.029 -0.4962
O 2.0858 1.1580 1.0422 -0.004 0.000 -0.205 -0.9450
C -4.1822 -2.4333 -0.4466 -0.068 0.334 0.100 -0.2432
C 5.4217 0.0501 0.1363 0.538 -0.037 0.572 -0.2225
C -4.0903 2.3770 0.2136 0.044 -0.090 -0.280 -0.0890
C 5.0801 2.5906 0.3748 0.252 -0.037 -0.072 -0.4129
S 2.9228 -0.0079 1.0441 -0.434 -0.693 -0.536 2.3493
H 2.7296 2.4036 -0.9216 -0.014 0.052 -0.102 0.2196
C -1.8883 -1.7357 0.1814 -0.066 -0.222 -0.273 0.6908
O 3.5690 -0.3992 2.2532 0.366 -0.023 0.034 -0.9173
H -0.6791 -4.2241 -0.1710 -0.047 -0.100 -0.020 0.2127
H 2.5543 0.1048 -1.6156 0.051 0.005 -0.252 0.2010
H -3.6382 1.2383 -1.5666 -0.028 -0.122 0.014 0.2294
N -2.7312 -2.5118 -0.5288 0.076 -0.244 -0.066 -0.5950
H -5.7059 -0.8293 1.4446 0.047 -0.034 -0.078 0.2267
H -3.1131 2.1502 0.6656 -0.044 0.053 -0.035 0.1858
H 5.6820 2.2600 -1.6829 0.113 0.048 -0.107 0.1941
H 3.3024 2.2876 -2.5924 -0.066 -0.017 -0.022 0.2110
C -4.7627 -1.1456 -1.0443 -0.027 -0.534 -0.268 -0.2251
H 4.7819 3.7473 -1.4116 0.074 -0.033 -0.060 0.2199
H -4.5878 -3.2852 -0.9915 0.011 0.067 0.072 0.2452
H -4.4882 -2.5242 0.6019 -0.025 -0.082 -0.097 0.2142
C -0.4654 -2.1024 0.2017 0.631 -0.032 0.148 -0.1249
C -4.4336 1.3004 -0.8234 0.122 0.783 -0.011 -0.2494
H -2.3412 -3.2974 -1.0243 0.015 0.081 0.020 0.4183
C 0.4554 -1.0929 0.4925 -0.327 -0.005 -0.073 -0.1440
O -2.2900 -0.7235 0.7728 -0.014 0.138 0.231 -0.6613
C 3.5327 2.0273 -1.5567 0.174 -0.146 -0.096 -0.4165
H 5.9625 -0.1074 -0.7997 -0.136 -0.043 0.017 0.2096
C 2.2593 -2.6614 0.3779 -0.415 0.020 -0.041 0.0133
H 4.1130 2.5957 0.8810 0.039 0.147 0.034 0.2110
C -5.2168 1.2325 1.8804 -0.115 -0.262 -0.006 -0.0885
H -5.3784 1.5447 -1.3168 0.056 -0.115 0.000 0.2232
N 4.0106 -0.0255 -0.1866 -0.697 0.136 0.932 -0.7050
C 3.5626 0.5011 -1.4553 -0.491 0.411 -0.445 -0.2138
H 5.6304 3.4685 0.7179 -0.070 -0.001 0.057 0.2207
C -5.6098 0.1141 0.9078 -0.326 0.325 0.654 -0.2534
H -3.6015 -0.2161 0.3715 -0.558 0.109 -0.357 0.4802
H -4.2759 0.9673 2.3855 -0.078 0.023 0.013 0.1852
H 4.2185 0.0859 -2.2271 -0.078 -0.062 0.092 0.2094
C 5.8672 1.3533 0.8116 -0.099 0.047 -0.039 -0.4214
N -4.5674 0.0018 -0.1320 0.559 -0.091 0.263 -0.4219
H -5.9984 1.3761 2.6271 0.081 -0.148 -0.035 0.2280
H 5.7552 1.2461 1.8913 0.125 -0.029 0.009 0.2234
H -6.5635 0.3596 0.4317 0.100 -0.088 -0.058 0.2231
H 1.7148 -4.6891 -0.0380 0.053 -0.087 -0.003 0.2457
H -4.2592 -0.9320 -1.9897 -0.061 0.053 0.086 0.2315
C 1.8027 -1.3630 0.5679 0.418 0.438 0.185 -0.3454
H -4.0485 3.3580 -0.2605 0.090 -0.138 -0.047 0.2279
Cl 3.9172 -3.0003 0.5162 0.376 -0.565 -0.030 0.0969
H -5.8285 -1.2785 -1.2430 0.046 0.109 0.038 0.2324
H 5.6445 -0.7853 0.8038 0.151 0.020 -0.150 0.2291
H 6.9284 1.4934 0.5957 0.030 -0.014 0.058 0.2120
C 1.3517 -3.6826 0.0944 0.236 0.116 0.015 -0.2284
C 0.0033 -3.4056 0.0057 -0.117 0.307 0.047 -0.1613
H 0.1278 -0.0795 0.6681 -0.091 0.048 0.010 0.2682
C 4.8427 2.6930 -1.1351 -0.264 0.094 0.137 -0.4076
```
Positions in Å, forces in eV/Å.


Record 3
Molecular formula: C22H35N4O3PS
Method: DFT, wB97M-V/def2-TZVPD

HOMO = -8.44 eV
LUMO = -0.02432 hartree

The geometry in XYZ format:
```
66
Properties=species:S:1:pos:R:3:forces:R:3:nbo_charge:R:1
C -0.6842 1.5690 -0.9040 -0.734 1.256 -0.136 0.0055
C -0.8919 2.4821 1.3216 0.017 0.467 0.835 -0.2759
C -0.2601 1.3333 1.8603 0.082 0.405 -0.055 0.1816
C -2.3967 -0.3192 -2.7613 -0.227 -0.892 -1.272 -0.4111
C -0.0718 0.4859 -0.3876 0.430 -0.805 -0.038 -0.1968
H -3.4355 4.1626 1.3881 0.068 0.234 -0.152 0.2124
H -2.4031 1.4851 -3.9512 0.013 -0.008 0.273 0.2116
H 0.2786 -0.2922 -1.0680 0.011 0.110 0.294 0.2227
H -4.4472 -2.8014 -4.6874 0.005 -0.428 -0.164 0.2044
O 0.7473 0.0269 4.9824 0.799 0.592 -0.318 -0.4672
H -0.2474 -1.9344 -2.5943 -0.175 -0.132 -0.174 0.1961
H -2.9378 -3.4157 -5.3233 -0.360 -0.463 -0.167 0.2027
H -0.6350 -2.7252 4.3946 0.187 -0.113 0.232 0.2297
H -2.7322 3.5056 -0.8730 0.117 0.048 -0.169 0.3793
N -1.7834 3.7339 -0.6000 0.910 0.256 0.934 -0.6269
H 0.6895 -2.6878 5.6428 -0.265 -0.048 -0.230 0.2549
H 1.0806 -4.0342 2.1520 0.089 0.057 -0.415 0.4831
C 0.8996 -0.8715 2.7121 0.210 -2.434 0.746 -0.1573
N 3.1249 0.5549 5.4115 -2.197 0.272 -0.284 -0.3837
C -1.1317 2.6274 -0.0053 -0.179 -1.067 -1.154 0.1799
O 1.8668 -3.4744 2.2244 -1.050 0.330 0.851 -0.9408
H 5.7695 0.7441 3.9341 0.015 -0.035 0.008 0.2439
H -3.4103 -4.4916 -2.6682 0.144 0.371 0.080 0.2033
C -0.9002 1.7293 -2.3940 0.050 0.229 -0.209 -0.4396
H -3.5016 -2.7530 -2.5627 0.327 -0.020 -0.236 0.2023
C -3.7314 -3.6349 -4.5984 0.412 1.350 0.843 -0.6205
C 6.7277 0.9730 3.4647 -0.120 0.105 0.071 -0.8366
H -0.9982 -0.3377 -4.3767 -0.171 -0.353 -0.061 0.1984
N -0.0487 1.2653 3.2006 0.099 -0.258 0.279 -0.3715
H -0.8329 2.7891 -2.6777 0.095 -0.238 0.304 0.2397
H -0.0645 1.2253 -2.9058 -0.413 -0.064 0.003 0.2142
C -2.2695 1.2113 -2.8942 0.110 -0.740 0.425 -0.3849
H -2.3485 5.2594 2.2558 -0.385 -0.098 -0.142 0.2128
H 5.7413 1.0295 0.8436 0.070 0.000 0.032 0.2266
H -1.2137 -4.4289 -3.8435 -0.103 0.367 -0.026 0.2040
P 1.6803 -2.3929 3.4753 1.472 0.255 0.309 1.0545
H -4.2477 -4.5803 -4.7774 0.265 0.160 -0.144 0.2134
C -3.0811 -3.5633 -3.1682 -0.439 -1.381 -0.508 -0.4066
H -1.9072 5.7901 -0.5145 0.227 -0.231 0.172 0.1999
C 0.3840 -3.0413 4.6516 0.005 -0.002 -0.768 -0.9633
H 4.7977 -0.1997 1.7403 0.033 -0.035 0.028 0.2304
C 0.5171 0.1789 3.5904 -0.614 0.245 -1.074 0.4207
O 8.3497 0.1297 1.5419 -0.064 0.063 -0.028 -0.9865
H -0.7275 5.1339 0.6064 -0.201 -0.391 -0.120 0.2079
H 5.7892 -0.6782 0.3425 0.065 -0.028 0.048 0.2382
H -2.3956 -1.3283 -4.7451 0.127 -0.117 0.273 0.2084
H -1.2316 -3.9231 -2.1716 -0.033 -0.005 -0.335 0.2028
S 7.1305 -0.3095 2.2703 -0.020 -0.042 0.074 1.2526
H 6.6819 1.9421 2.9668 0.039 -0.043 -0.068 0.2259
H -3.4911 5.9494 1.1103 0.020 -0.375 -0.048 0.2172
H -1.9692 -0.7314 -1.8382 -0.316 0.451 0.049 0.2057
N 0.7603 -0.8506 1.4030 -0.614 1.353 1.402 -0.3411
H -3.4572 -0.6101 -2.8213 0.224 0.233 0.414 0.2039
H -3.1043 1.6571 -2.3305 0.354 0.169 -0.096 0.1943
C 5.7209 -0.0031 1.1935 -0.118 0.072 -0.063 -0.8337
C 0.1579 0.3032 1.0082 -0.085 0.049 -1.781 0.0935
H -0.0428 -2.4786 -4.2475 -0.217 0.240 0.171 0.2082
C -1.7280 4.9653 0.1945 -1.494 0.643 -0.453 -0.2253
C -1.6901 -1.0849 -3.9424 0.808 1.026 0.463 -0.4066
C -1.5414 -3.6114 -3.1850 -0.111 0.408 1.077 -0.4031
C -0.8067 -2.2648 -3.4818 -0.223 -0.466 -0.676 -0.4024
H -1.1773 3.2523 2.0359 0.024 -0.217 -0.127 0.2287
C -2.8452 5.0807 1.2876 1.007 0.283 0.417 -0.6475
H 0.4409 -4.1399 4.6504 0.015 0.299 0.010 0.2441
H 7.5070 0.9909 4.2241 0.033 -0.077 -0.054 0.2383
C 1.9779 0.4266 5.2187 1.951 -0.795 0.631 0.5315
```
Positions in Å, forces in eV/Å.


Record 4
Molecular formula: C8H16BN3O3P2
Method: DFT, wB97M-V/def2-TZVPD

SMILES = NP(O)[PH2](CB(O)O)c1ccncc1.CC#N
HOMO = -7.72 eV
LUMO = 0.00062 hartree

The geometry in XYZ format:
```
33
Properties=species:S:1:pos:R:3:forces:R:3:nbo_charge:R:1
H 5.5926 2.4401 0.9398 -0.001 0.012 -0.005 0.2546
O -1.9200 3.3695 -1.1208 0.510 -0.308 0.200 -0.8736
O 2.3664 0.5377 0.4106 -0.566 -0.283 0.543 -0.9857
H -2.2024 3.8262 -0.3206 -0.438 0.361 -0.283 0.5025
P 0.9803 1.4501 0.2623 0.756 1.457 -0.482 0.8595
N 6.5141 0.9327 3.5349 0.222 -0.138 0.696 -0.3386
H -0.2746 1.4653 2.1930 0.067 -0.026 0.297 0.3616
C 5.6899 1.3699 1.1100 -0.006 -0.009 -0.064 -0.7280
C -1.2456 0.9671 -1.6386 0.332 0.296 0.065 -1.1123
H 6.3995 0.9600 0.3941 0.015 0.004 -0.002 0.2519
C -1.9752 -4.0323 -0.7593 -0.049 0.440 0.052 0.0431
C -1.1908 -2.9121 -0.5319 0.478 0.111 0.262 -0.2729
N -3.2343 -3.9496 -1.1745 0.154 -0.075 -0.041 -0.4064
H -0.3988 1.5245 -2.0264 0.183 0.049 -0.076 0.2800
H 4.7197 0.9027 0.9546 -0.024 0.032 -0.032 0.2699
H 1.3347 1.6167 2.5208 -0.052 0.234 0.221 0.3861
H 2.2276 -0.1664 1.0645 0.240 -0.223 -0.104 0.4686
H -3.1142 1.1640 0.4825 -0.449 -0.412 -0.091 0.4938
B -2.2121 2.0460 -0.9911 -0.498 0.019 -0.093 1.1403
C -1.6797 -1.6295 -0.7140 -0.377 -0.186 -0.144 -0.3244
C -3.7049 -2.7207 -1.3659 -0.401 0.213 -0.082 0.0370
P -0.5724 -0.1445 -0.3269 -0.351 -0.558 -0.003 0.7789
H -3.4706 -0.5910 -1.3140 -0.230 0.111 -0.071 0.2252
H -1.1990 -0.0556 0.9774 -0.013 0.122 0.000 -0.0806
C -3.0031 -1.5465 -1.1467 0.500 -0.175 0.143 -0.2698
C 6.1558 1.1240 2.4679 -0.221 0.125 -0.630 0.2880
H -4.7229 -2.6458 -1.7231 -0.160 -0.119 -0.022 0.1913
H -1.6819 0.4222 -2.4687 -0.273 -0.275 0.113 0.2780
O -3.3633 1.7010 -0.2779 0.737 0.273 0.355 -0.9160
H -0.1746 -3.0497 -0.1785 0.110 -0.064 -0.054 0.2099
H -1.5509 -5.0081 -0.5845 -0.104 -0.282 -0.047 0.1935
H 0.5618 -1.0307 -0.4936 0.066 0.119 -0.075 -0.0493
N 0.5911 1.9181 1.8986 -0.156 -0.845 -0.548 -1.1560
```
Positions in Å, forces in eV/Å.


no.,electronic energy (eV),strongest force on any atom (eV Å⁻¹)
1,-54038.9910,2.075
2,-56185.8292,1.171
3,-55606.3311,2.554
4,-38422.8286,1.711